A.
Below is a cluster of 2 separate species, C11H18 in total, with properties calculated with ωB97M-V with the def2-TZVPD basis set.

The SMILES is Cc1ccccc1.CC(C)C. The HOMO energy comes out at -8.95 eV.

Geometry as ORCA input:
```
! RIJCOSX wB97M-V def2-TZVPD def2/J DEFGRID3
* xyz 0 1
C -0.539 2.903 0.694
C -0.410 1.468 1.211
C -1.544 0.797 1.664
C -1.408 -0.448 2.276
C -0.170 -0.892 2.716
C 0.978 -0.234 2.299
C 0.853 0.891 1.473
H 0.010 3.048 -0.227
H -0.089 3.459 1.527
H -1.582 3.190 0.733
H -2.517 1.207 1.415
H -2.242 -1.079 2.558
H -0.089 -1.938 2.998
H 2.010 -0.491 2.496
H 1.819 1.178 1.074
C -1.028 -1.169 -1.472
C 0.438 -0.766 -1.515
C 1.280 -2.049 -1.508
C 0.795 0.275 -2.607
H -1.688 -0.307 -1.669
H -1.315 -1.301 -0.421
H -1.286 -1.996 -2.128
H 0.687 -0.233 -0.583
H 1.313 -2.467 -2.526
H 2.295 -1.938 -1.140
H 0.775 -2.811 -0.921
H 1.094 1.184 -2.070
H 1.641 -0.083 -3.187
H -0.085 0.603 -3.160
*
```


B.
Below is a cluster of 2 separate species, C11H18 in total, with properties calculated with ωB97M-V with the def2-TZVPD basis set.

The SMILES is CCc1ccccc1.CCC. The HOMO energy comes out at -8.95 eV.

Geometry as ORCA input:
```
! RIJCOSX wB97M-V def2-TZVPD def2/J DEFGRID3
* xyz 0 1
C -1.984 -1.841 2.988
C -1.096 -2.794 2.195
C -0.284 -1.901 1.268
C -0.995 -1.159 0.352
C -0.462 -0.271 -0.568
C 0.923 -0.072 -0.379
C 1.661 -0.853 0.480
C 1.120 -1.890 1.280
H -1.839 -1.752 4.065
H -3.069 -2.039 3.016
H -1.976 -0.857 2.523
H -0.480 -3.304 3.011
H -1.432 -3.686 1.636
H -2.065 -1.250 0.309
H -0.841 0.356 -1.341
H 1.487 0.718 -0.872
H 2.756 -0.987 0.472
H 1.640 -2.659 1.867
C 1.519 3.445 -1.740
C 0.097 3.633 -2.204
C -0.242 2.273 -3.029
H 2.138 4.326 -1.810
H 2.065 2.720 -2.335
H 1.708 3.011 -0.774
H -0.634 4.023 -1.543
H 0.104 4.447 -2.969
H -0.199 1.365 -2.380
H -1.208 2.163 -3.501
H 0.636 2.286 -3.702
*
```


Stability summary: most stable A, least stable B.


A.
Below is a cluster of 2 separate species, C3H5IS in total, with properties calculated with ωB97M-V with the def2-TZVPD basis set.

The HOMO energy comes out at -8.10 eV.

Geometry as ORCA input:
```
! RIJCOSX wB97M-V def2-TZVPD def2/J DEFGRID3
* xyz 0 1
C 0.675 -0.619 1.029
C 0.271 -0.049 -0.052
C 0.560 0.817 -1.169
S -2.264 -0.822 -0.376
I -2.896 -0.728 1.877
H 0.047 -1.248 1.641
H 1.680 -0.486 1.410
H 1.582 1.193 -1.067
H 0.469 0.277 -2.109
H -0.123 1.666 -1.185
*
```


B.
Below is a cluster of 2 separate species, C3H5IS in total, with properties calculated with ωB97M-V with the def2-TZVPD basis set.

The SMILES is S=CI.C=C. The HOMO energy comes out at -9.15 eV.

Geometry as ORCA input:
```
! RIJCOSX wB97M-V def2-TZVPD def2/J DEFGRID3
* xyz 0 1
S -1.644 -2.318 -0.238
C -1.807 -1.062 0.712
I -2.832 0.800 -0.028
H -1.787 -1.016 1.773
C 0.853 0.666 -0.896
C 1.677 0.542 0.100
H 0.646 1.670 -1.239
H 0.590 -0.324 -1.408
H 2.051 -0.416 0.605
H 2.253 1.460 0.619
*
```


Stability summary: most stable B, least stable A.


A.
Below is a cluster of 2 separate species, C14H18N2O4S in total, with properties calculated with ωB97M-V with the def2-TZVPD basis set.

The HOMO energy comes out at -7.74 eV.

Geometry as ORCA input:
```
! RIJCOSX wB97M-V def2-TZVPD def2/J DEFGRID3
* xyz 0 1
C 4.851 2.847 -0.489
O 3.950 2.212 0.177
C 4.412 1.180 0.856
C 3.125 0.441 1.602
N 2.111 -0.217 0.555
C 1.914 -1.435 0.502
O 2.517 -2.345 1.178
C 0.934 -1.698 -0.775
C 1.400 -1.235 -2.116
H 2.460 -1.762 -2.220
H 0.697 -1.377 -2.775
H 1.449 -0.082 -2.163
H 0.903 -2.994 -0.750
O -0.368 -1.222 -0.328
C -0.807 -0.052 -0.596
O -0.141 0.871 -0.609
C -2.182 -0.031 -0.170
C -2.906 1.309 -0.209
C -4.098 1.214 -0.056
C -4.365 -0.224 0.369
N -3.170 -0.861 0.019
C -2.984 -2.164 0.444
H -2.116 -2.303 1.115
H -3.855 -2.696 0.761
H -2.510 -2.537 -0.882
C -5.573 -0.637 0.561
C -6.477 0.229 0.560
S -5.683 2.083 0.142
H -7.620 0.384 0.877
H -5.946 -1.699 0.863
H -2.389 2.406 -0.578
H 1.536 0.611 0.027
H 2.636 1.278 2.276
H 3.395 -0.488 2.221
H 4.644 0.284 0.190
H 5.079 1.578 1.639
H 4.359 3.699 -1.245
H 5.614 3.225 0.334
H 5.202 2.208 -1.307
*
```


B.
Below is the molecule C14H18N2O4S, with properties calculated with ωB97M-V with the def2-TZVPD basis set.

The SMILES is COCCOn1c(SCCOC)nc2ccccc2c1=O. The HOMO energy comes out at -8.46 eV.

Geometry as ORCA input:
```
! RIJCOSX wB97M-V def2-TZVPD def2/J DEFGRID3
* xyz 0 1
C -1.552 4.243 1.683
O -1.671 3.467 2.853
C -0.814 2.360 2.914
C -1.227 1.213 1.983
O -0.294 0.163 2.223
N -0.347 -0.844 1.269
C 0.654 -0.852 0.342
S 1.783 0.460 0.520
C 2.804 0.180 -0.961
C 2.065 0.605 -2.230
O 1.484 1.880 -2.163
C 2.402 2.948 -2.135
N 0.780 -1.732 -0.583
C -0.155 -2.731 -0.649
C -0.034 -3.709 -1.642
C -0.963 -4.719 -1.728
C -2.033 -4.783 -0.836
C -2.169 -3.827 0.146
C -1.236 -2.795 0.251
C -1.385 -1.781 1.293
O -2.282 -1.700 2.099
H -1.948 3.726 0.803
H -2.137 5.144 1.858
H -0.507 4.516 1.495
H -0.855 2.004 3.945
H 0.221 2.646 2.676
H -2.245 0.880 2.213
H -1.168 1.526 0.932
H 3.709 0.764 -0.801
H 3.042 -0.880 -1.004
H 2.766 0.541 -3.079
H 1.234 -0.083 -2.402
H 3.124 2.868 -2.956
H 2.943 2.998 -1.184
H 1.815 3.856 -2.257
H 0.799 -3.647 -2.325
H -0.864 -5.473 -2.495
H -2.753 -5.583 -0.917
H -2.987 -3.850 0.850
*
```


C.
Below is the molecule C14H18N2O4S, with properties calculated with ωB97M-V with the def2-TZVPD basis set.

The SMILES is Cc1ccsc1C(=O)NNC(=O)[C@@H]1CCCC[C@H]1C(=O)O. The HOMO energy comes out at -9.11 eV.

Geometry as ORCA input:
```
! RIJCOSX wB97M-V def2-TZVPD def2/J DEFGRID3
* xyz 0 1
C 2.889 -3.206 0.051
C 1.731 -4.150 0.017
C 1.912 -5.542 -0.158
C 0.745 -6.238 -0.198
S -0.624 -5.227 -0.041
C 0.395 -3.828 0.113
C -0.307 -2.553 0.235
O -1.471 -2.403 -0.102
N 0.392 -1.547 0.847
N -0.109 -0.243 0.761
C 0.621 0.663 0.051
O 1.773 0.420 -0.253
C -0.025 2.006 -0.243
C 0.612 3.076 0.654
C 0.123 4.462 0.248
C -1.399 4.536 0.319
C -2.034 3.457 -0.553
C -1.554 2.068 -0.118
C -2.171 0.997 -0.998
O -2.088 0.946 -2.193
O -2.804 0.079 -0.258
H 2.697 -2.305 -0.531
H 3.128 -2.921 1.076
H 3.766 -3.695 -0.367
H 2.881 -5.999 -0.253
H 0.614 -7.296 -0.316
H 1.403 -1.559 0.873
H -1.123 -0.228 0.808
H 0.243 2.229 -1.283
H 0.346 2.877 1.695
H 1.697 3.014 0.562
H 0.563 5.213 0.906
H 0.449 4.676 -0.771
H -1.739 5.519 -0.010
H -1.721 4.400 1.354
H -3.122 3.507 -0.474
H -1.765 3.612 -1.599
H -1.857 1.890 0.918
H -3.063 -0.707 -0.770
*
```


Stability summary: most stable C, least stable A.


A.
Below is the molecule C4H6ClNO, with properties calculated with ωB97M-V with the def2-TZVPD basis set.

The SMILES is O=CC1(Cl)CNC1. The HOMO energy comes out at -9.60 eV.

Geometry as ORCA input:
```
! RIJCOSX wB97M-V def2-TZVPD def2/J DEFGRID3
* xyz 0 1
O -1.822 -0.431 -1.440
C -0.999 0.409 -1.191
C 0.005 0.105 -0.100
Cl 1.180 1.381 -0.026
C 0.513 -1.323 -0.061
N 0.427 -1.319 1.418
C -0.625 -0.259 1.294
H -1.024 1.437 -1.562
H 1.497 -1.507 -0.470
H -0.252 -1.942 -0.541
H 0.166 -2.243 1.780
H -0.650 0.536 2.058
H -1.572 -0.673 1.116
*
```


B.
Below is the molecule C4H6ClNO, with properties calculated with ωB97M-V with the def2-TZVPD basis set.

The SMILES is O=CN1C[C@@H]1CCl. The HOMO energy comes out at -10.05 eV.

Geometry as ORCA input:
```
! RIJCOSX wB97M-V def2-TZVPD def2/J DEFGRID3
* xyz 0 1
O -0.221 -0.783 -2.437
C 0.201 0.194 -1.838
N 0.949 0.244 -0.581
C 1.050 -0.942 0.259
C 0.439 0.402 0.649
C -1.112 0.444 0.759
Cl -1.618 0.127 2.452
H 0.145 1.345 -2.110
H 0.334 -1.779 0.217
H 2.086 -1.324 0.545
H 0.808 1.011 1.531
H -1.699 1.401 0.689
H -1.363 -0.338 -0.135
*
```


Stability summary: most stable A, least stable B.